Formula: C2H5N3O2
Source: the Open Molecules 2025 dataset
Level of theory: the ωB97M-V functional and the def2-TZVPD basis

Each line ends with the Löwdin charge.
Atoms and positions in Å:
N (0.17, 0.10, -1.19)  -0.055
N (1.06, -0.50, -0.28)  -0.010
N (-0.79, 0.92, -0.56)  -0.020
C (-1.70, -0.02, -0.01)  -0.340
C (1.51, 0.08, 0.88)  -0.347
O (-1.93, -0.04, 1.18)  0.060
O (1.41, 1.25, 1.14)  0.022
H (-0.62, -0.74, -1.41)  0.170
H (1.38, -1.43, -0.52)  0.136
H (-0.42, 1.62, 0.07)  0.117
H (-2.27, -0.64, -0.72)  0.136
H (2.19, -0.61, 1.41)  0.130

Molar mass in g/mol: 103.08
2S+1: 1
LUMO level in Ha: 0.01801
Kohn-Sham gap in eV: 9.58
Charge: 0
Energy relative to the best compared isomer or geometry (same formula, charge and spin) in eV: 4.662
Highest occupied orbital energy in Eh: -0.3341

---

Formula: C14H25ClN3O3PPb
Source: the Open Molecules 2025 dataset
Level of theory: the ωB97M-V functional and the def2-TZVPD basis

Each line ends with the Löwdin charge.
Atoms and positions in Å:
Cl (-4.08, 1.47, -3.69)  -0.121
C (0.80, -1.72, -3.51)  -0.134
C (1.96, -0.95, -3.08)  -0.172
C (1.80, 0.42, -3.54)  -0.094
H (2.83, -1.33, -2.47)  0.147
C (0.52, 0.50, -4.28)  -0.361
C (-0.08, -0.84, -4.24)  -0.101
H (-1.10, -1.08, -4.64)  0.157
H (0.60, -2.80, -3.27)  0.150
H (2.49, 1.28, -3.37)  0.158
C (-0.05, 1.71, -4.92)  -0.011
Pb (-0.01, 0.16, -1.92)  1.382
C (0.37, -1.42, -0.37)  -0.043
C (-2.02, -0.26, -1.51)  -0.121
O (0.53, -2.15, 0.51)  0.173
O (-3.11, -0.39, -1.22)  0.204
H (0.30, 2.62, -4.41)  0.109
H (-1.15, 1.68, -4.90)  0.074
H (0.31, 1.72, -5.96)  0.129
C (2.51, 0.52, 0.73)  -0.125
N (1.58, 1.12, 1.64)  -0.373
C (1.53, 2.55, 1.65)  -0.120
P (-0.13, 0.40, 1.51)  1.001
O (-0.17, 1.08, 0.12)  -0.483
N (0.56, -0.87, 2.72)  -0.275
C (-0.23, -1.99, 3.12)  -0.123
C (1.24, -0.29, 3.82)  -0.111
N (-1.92, -0.13, 1.49)  -0.327
C (-2.45, -1.47, 1.29)  -0.145
C (-2.71, 0.70, 2.36)  -0.106
H (3.49, 0.89, 1.04)  0.114
H (2.38, 0.83, -0.33)  0.064
H (2.54, -0.57, 0.78)  0.084
H (1.25, 2.98, 0.69)  0.083
H (0.84, 2.90, 2.42)  0.098
H (2.53, 2.86, 1.92)  0.098
H (0.36, -2.61, 3.78)  0.108
H (-1.06, -1.59, 3.72)  0.105
H (-0.58, -2.67, 2.35)  0.068
H (2.12, 0.30, 3.57)  0.091
H (0.51, 0.32, 4.35)  0.100
H (1.57, -1.09, 4.48)  0.102
H (-2.59, -1.96, 2.27)  0.095
H (-3.45, -1.39, 0.87)  0.095
H (-1.85, -2.11, 0.63)  0.070
H (-2.51, 0.41, 3.40)  0.091
H (-2.50, 1.75, 2.23)  0.093
H (-3.76, 0.53, 2.15)  0.104

Molar mass in g/mol: 557.00
2S+1: 1
LUMO level (alpha / beta) in Ha: -0.40875 / -0.40930
Kohn-Sham gap (alpha / beta) in eV: 2.98 / 2.96
Charge: +2
Highest occupied orbital energy (alpha / beta) in Eh: -0.5181 / -0.5182

---

Formula: C27H29As2InN2O3S4SbSe4
Source: the Open Molecules 2025 dataset
Level of theory: the ωB97M-V functional and the def2-TZVPD basis

Each line ends with the Löwdin charge.
Atoms and positions in Å:
In (-0.52, -0.68, -0.33)  -0.009
O (-1.54, 1.17, -1.32)  -0.339
N (-0.98, 1.65, -2.34)  0.025
N (0.14, 1.17, -2.67)  -0.199
O (0.79, 0.22, -2.00)  -0.263
C (0.76, 1.66, -3.84)  -0.177
C (0.70, 3.02, -4.12)  -0.010
C (1.31, 3.49, -5.27)  -0.084
C (1.97, 2.62, -6.13)  -0.099
C (2.02, 1.27, -5.82)  -0.081
C (1.43, 0.78, -4.68)  -0.004
H (0.19, 3.68, -3.44)  0.119
H (1.29, 4.55, -5.49)  0.102
H (2.43, 2.99, -7.03)  0.097
H (2.53, 0.59, -6.49)  0.102
H (1.46, -0.27, -4.43)  0.110
S (-1.01, -3.18, 0.13)  -0.004
S (-2.96, -2.93, 0.26)  -0.023
S (-3.53, -2.01, -1.82)  -0.275
S (-1.76, -1.67, -2.63)  0.081
C (2.17, 2.87, 5.02)  -0.363
As (1.66, 1.77, 3.46)  1.023
C (1.11, 0.18, 4.48)  -0.367
C (3.48, 1.13, 3.03)  -0.349
H (2.80, 2.31, 5.70)  0.009
H (1.28, 3.20, 5.55)  0.011
H (2.71, 3.76, 4.69)  0.007
H (1.74, 0.04, 5.36)  0.015
H (1.18, -0.70, 3.85)  0.013
H (0.07, 0.28, 4.81)  0.010
H (3.97, 0.72, 3.91)  0.023
H (4.09, 1.94, 2.63)  0.018
H (3.41, 0.35, 2.27)  -0.018
O (1.63, -0.81, 0.30)  -0.513
As (2.92, -0.63, -0.68)  1.227
C (4.41, -1.14, 0.46)  -0.314
C (4.17, -2.26, 1.25)  -0.093
C (5.10, -2.68, 2.18)  -0.071
C (6.30, -2.00, 2.30)  -0.085
C (6.56, -0.90, 1.50)  -0.085
C (5.61, -0.46, 0.59)  -0.100
C (3.05, -1.90, -2.13)  -0.271
C (4.33, -2.27, -2.54)  -0.104
C (4.49, -3.19, -3.56)  -0.083
C (3.37, -3.73, -4.19)  -0.080
C (2.10, -3.36, -3.78)  -0.058
C (1.94, -2.46, -2.74)  -0.090
C (3.28, 1.17, -1.30)  -0.291
C (3.94, 1.39, -2.51)  -0.097
C (4.12, 2.68, -2.97)  -0.085
C (3.64, 3.75, -2.24)  -0.085
C (2.99, 3.54, -1.03)  -0.061
C (2.82, 2.24, -0.56)  -0.076
H (3.21, -2.76, 1.14)  0.112
H (4.88, -3.53, 2.82)  0.105
H (7.03, -2.32, 3.03)  0.101
H (7.50, -0.37, 1.61)  0.102
H (5.80, 0.42, -0.02)  0.105
H (5.19, -1.84, -2.04)  0.102
H (5.48, -3.49, -3.86)  0.102
H (3.50, -4.43, -4.99)  0.102
H (1.23, -3.78, -4.27)  0.113
H (0.94, -2.19, -2.41)  0.039
H (4.29, 0.54, -3.09)  0.102
H (4.62, 2.85, -3.91)  0.105
H (3.77, 4.75, -2.61)  0.104
H (2.61, 4.37, -0.46)  0.110
H (2.29, 2.05, 0.37)  0.088
Se (-3.79, 3.28, 0.49)  -0.173
Sb (-3.56, 0.95, 1.02)  -0.081
Se (-4.57, -0.17, -1.39)  0.138
Se (-5.03, -0.18, 2.56)  -0.206
Se (-1.14, 0.44, 1.78)  0.144

Molar mass in g/mol: 1260.07
2S+1: 1
LUMO level in Ha: 0.06250
Kohn-Sham gap in eV: 6.06
Charge: -1
Energy relative to the best compared isomer or geometry (same formula, charge and spin) in eV: 2.500
Highest occupied orbital energy in Eh: -0.1604

---

Formula: C17H14ClNO4Os
Source: the Open Molecules 2025 dataset
Level of theory: the ωB97M-V functional and the def2-TZVPD basis

Each line ends with the Löwdin charge.
Atoms and positions in Å:
C (0.43, 1.74, -0.01)  -0.188
C (-1.01, 1.57, 0.04)  -0.285
C (-1.43, 1.00, -1.24)  -0.269
H (-1.65, 1.92, 0.84)  0.115
C (-0.26, 0.88, -2.05)  -0.184
C (0.86, 1.38, -1.33)  -0.126
H (1.88, 1.52, -1.71)  0.140
H (1.04, 2.24, 0.73)  0.130
H (-2.46, 0.96, -1.61)  0.088
H (-0.24, 0.55, -3.09)  0.134
Os (-0.22, -0.26, -0.19)  1.237
Cl (-0.74, -1.09, 1.87)  0.070
C (-3.50, -1.73, 0.72)  -0.150
C (-3.66, -1.67, -0.69)  -0.122
C (-4.12, -0.37, -1.03)  -0.116
H (-3.56, -2.51, -1.37)  0.092
C (-4.20, 0.40, 0.18)  -0.128
C (-3.82, -0.44, 1.26)  -0.137
H (-3.86, -0.17, 2.31)  0.099
H (-3.29, -2.62, 1.30)  0.096
H (-4.42, -0.03, -2.02)  0.111
H (-4.59, 1.42, 0.26)  0.100
O (2.28, -0.74, 0.28)  -0.070
C (2.24, -1.41, -0.81)  -0.572
O (1.14, -1.53, -1.48)  -0.143
C (3.47, -2.15, -1.33)  -0.126
C (3.33, -3.47, -1.80)  -0.007
C (4.44, -4.24, -2.20)  0.002
C (5.75, -3.69, -2.19)  -0.165
C (5.88, -2.33, -1.78)  -0.004
C (4.76, -1.60, -1.36)  -0.023
N (6.88, -4.47, -2.54)  -0.350
O (6.73, -5.66, -2.88)  0.150
O (8.00, -3.90, -2.56)  0.149
H (2.36, -3.95, -1.81)  0.117
H (4.33, -5.27, -2.51)  0.104
H (6.89, -1.91, -1.77)  0.109
H (4.93, -0.58, -1.00)  0.123

<S²>: 6.05
Molar mass in g/mol: 521.99
2S+1: 5
LUMO level (alpha / beta) in Ha: -0.01448 / -0.13228
Kohn-Sham gap (alpha / beta) in eV: 7.54 / 4.56
Charge: 0
Energy relative to the best compared isomer or geometry (same formula, charge and spin) in eV: 0.300
Highest occupied orbital energy (alpha / beta) in Eh: -0.2914 / -0.2998